ORCA calculation (ωB97M-V/def2-TZVPD) on 13 unconnected molecules or ions with the total composition C52H79BN11O11 at a distorted geometry.

Geometry as XYZ:
```
154
Properties=species:S:1:pos:R:3
O -1.625 5.959 5.166
O -2.239 4.117 4.095
O 0.350 2.182 1.723
O -1.944 0.904 -0.500
O 0.069 0.315 0.549
O -2.076 2.990 0.349
O -3.501 4.889 5.762
O -1.413 -3.587 -0.501
O -0.356 -0.527 -1.685
O -1.534 -1.441 0.115
O -0.072 -2.434 -2.863
N 1.433 2.630 -3.487
N 4.078 6.834 -0.775
N -4.818 2.829 -4.369
N 3.072 -0.750 1.043
N -3.925 -6.086 -4.579
N -8.650 2.714 2.308
N -1.303 4.584 -6.157
N 1.242 2.911 5.719
N -3.578 -2.793 5.280
N 1.084 -7.384 3.080
N 2.721 -3.175 -4.456
C 3.566 0.828 4.260
C 2.396 4.848 -0.664
C 1.920 1.624 -3.250
C 1.585 2.011 5.117
C -0.489 -1.820 -1.926
C 4.577 0.848 -4.469
C -0.961 6.175 -3.091
C -6.348 3.046 1.165
C -0.804 -5.392 2.547
C 2.029 0.862 4.307
C 3.335 5.970 -0.711
C -5.091 2.711 3.411
C 4.125 0.494 -3.059
C -0.200 1.557 0.879
C -0.080 -6.359 -4.334
C -0.943 4.404 3.574
C 2.922 -3.158 -3.328
C 2.329 -1.456 1.558
C 3.166 -3.140 -1.891
C -0.699 -5.960 3.807
C -1.542 1.943 0.217
C -3.813 2.284 -4.421
C -3.212 -2.333 4.292
C -7.633 2.870 1.816
C 0.298 -6.901 4.035
C 3.610 -4.508 -1.369
C -3.017 -5.415 -4.328
C 2.609 0.385 -2.931
C -0.749 5.111 -5.311
C -5.205 2.362 1.919
C -2.543 4.976 5.083
C 2.002 -3.096 3.384
C 0.058 -5.848 1.563
C 3.951 3.318 0.637
C 1.377 -2.349 2.202
C -0.604 -4.997 -4.790
C -2.531 1.572 -4.501
C -0.567 5.748 4.210
C 4.186 0.522 5.639
C -0.031 5.821 -4.247
C -2.724 -1.729 3.042
C 2.611 -5.635 -1.691
C 3.128 3.511 -0.631
C -1.236 -2.433 -0.716
C -2.569 -0.214 3.196
C -3.198 0.169 -6.510
C -1.518 0.218 4.209
C -1.535 4.934 -2.416
C 3.151 -3.997 2.958
C -2.220 1.164 -5.934
C -1.844 -4.588 -4.010
C 0.928 -6.886 1.858
B -0.954 -0.183 -0.376
H 2.498 -5.747 -2.769
H 5.262 0.376 5.551
H 0.360 5.690 4.777
H -0.056 -5.478 0.550
H -2.263 5.208 -1.650
H 2.309 0.116 -1.913
H -2.165 -3.571 -4.246
H -1.375 -5.661 4.600
H -4.156 2.339 3.819
H 1.572 -0.029 4.745
H -1.195 0.786 -5.979
H 1.626 -5.429 -1.264
H -3.533 0.249 3.402
H -2.900 -0.198 -7.489
H 2.349 -2.379 4.137
H 4.559 -4.785 -1.833
H -0.568 -0.284 4.000
H 0.866 -6.571 -4.828
H -2.251 0.180 2.225
H 1.675 4.889 -1.481
H 2.980 -6.563 -1.254
H 4.552 1.108 -2.265
H -2.585 0.753 -3.792
H 4.111 1.412 6.274
H 3.857 -0.002 3.607
H -1.777 -2.176 2.749
H -6.137 4.103 1.010
H 1.814 4.958 0.259
H 3.719 -4.347 3.819
H 2.176 -0.391 -3.570
H 3.947 1.739 3.807
H -4.199 0.607 -6.543
H 4.816 3.986 0.687
H -2.206 2.086 -6.519
H -3.315 -0.703 -5.854
H -0.927 4.419 2.485
H -4.263 2.518 1.388
H -5.361 1.276 1.861
H 0.529 -1.732 2.505
H -5.131 3.783 3.609
H 1.251 -3.702 3.892
H -1.568 -4.659 2.322
H -5.944 2.255 3.920
H -0.799 -7.132 -4.621
H 3.716 -4.429 -0.286
H 2.763 -4.866 2.422
H 0.445 6.701 -4.683
H 1.616 1.006 3.304
H 3.849 -3.478 2.295
H -1.815 0.017 5.238
H 1.554 -7.349 1.102
H -0.805 -5.029 -5.859
H 0.029 -6.396 -3.250
H 0.147 -4.244 -4.555
H 4.355 2.300 0.657
H 3.825 3.468 -1.471
H 4.325 1.871 -4.743
H -1.351 1.294 4.119
H 4.516 -0.509 -2.848
H -1.666 -4.637 -2.935
H 3.364 3.426 1.549
H 2.416 2.695 -0.700
H 5.664 0.763 -4.548
H -0.527 6.563 3.490
H 4.163 0.110 -5.156
H -0.781 4.325 -1.913
H 0.494 -7.270 5.037
H 2.259 -2.829 -1.372
H -6.429 2.572 0.184
H 0.783 5.150 -3.953
H -2.069 4.288 -3.116
H -1.775 2.282 -4.154
H -1.802 6.778 -3.425
H 1.055 -3.082 1.454
H -0.247 3.616 3.853
H 3.672 -0.320 6.092
H 3.960 -2.412 -1.719
H -3.503 -1.959 2.314
H -0.367 6.713 -2.350
```

Output
* orbital gap: 10.31 eV
* total charge: -1
* calculated total energy: -3483.989576 hartree
* F_max: 1.88 eV/Å
* ΔE to the lowest compared entry with this formula, charge and spin: 0.0 kJ/mol
* spin multiplicity: 1

Results of the Löwdin charge analysis, in e, for atoms 1 through 4: number 1, O, carries 0.06; number 2, O, carries 0.05; number 3, O, carries 0.15; number 4, O, carries 0.24

ORCA calculation (ωB97M-V/def2-TZVPD) on C2H8Si3 in the gas phase at a distorted geometry.

Geometry as XYZ:
```
13
Properties=species:S:1:pos:R:3
Si -1.099 -0.637 -0.760
Si 1.758 -0.196 1.409
Si -0.468 0.897 -2.503
C -0.004 -0.376 1.906
C -1.134 -0.551 1.109
H -0.366 -1.893 -1.115
H -0.192 -0.276 3.062
H 1.815 -0.031 -0.067
H -2.659 -0.380 -1.260
H -0.183 2.201 -2.089
H -2.065 -0.237 1.477
H 0.716 0.709 -3.222
H 2.838 -0.366 2.463
```

Output
* orbital gap (spin up / spin down): 6.16 / 6.65 eV
* total charge: 0
* calculated total energy: -949.248836 hartree
* F_max: 3.25 eV/Å
* ΔE to the lowest compared entry with this formula, charge and spin: 57.0 kJ/mol
* spin multiplicity: 1

Results of the Löwdin charge analysis, in e, for atoms 1 through 4: number 1, Si, carries 0.35; number 2, Si, carries 0.71; number 3, Si, carries 0.49; number 4, C, carries -0.47

ORCA calculation (ωB97M-V/def2-TZVPD) on C5H8O3 in the gas phase at a distorted geometry.

Geometry as XYZ:
```
16
Properties=species:S:1:pos:R:3
O -1.695 -1.017 -2.401
O -0.580 1.923 0.978
O -1.084 0.581 2.702
C -0.586 -1.035 -1.940
C 1.103 -0.063 -0.269
C 0.423 -0.272 1.084
C 0.124 0.180 -1.431
C -0.443 0.874 1.559
H 0.709 0.552 -2.268
H 1.204 -0.359 1.850
H -0.189 -1.175 1.076
H 1.570 -1.030 -0.478
H -0.568 0.976 -1.164
H -0.006 -1.978 -1.891
H 1.880 0.688 -0.244
H -1.861 1.156 2.836
```

Output
* orbital gap: 10.56 eV
* total charge: 0
* calculated total energy: -421.045437 hartree
* F_max: 1.29 eV/Å
* ΔE to the lowest compared entry with this formula, charge and spin: 27.9 kJ/mol
* SMILES: O=CCCCC(=O)O
* spin multiplicity: 1

Results of the Löwdin charge analysis, in e, for atoms 1 through 4: number 1, O, carries 0.06; number 2, O, carries 0.10; number 3, O, carries 0.10; number 4, C, carries -0.28